14
Properties=species:S:1:pos:R:3:lowdin_charge:R:1 method="wB97M-V/def2-TZVPD" total_energy_ha=-212.4222 e_lumo_ha="0.1501 / 0.1436" s_squared=0.75 homo_lumo_gap_ev="2.2428 / 7.0687" total_charge=-1 e_above_lowest_ev=1.8860 multiplicity=2
C -1.8594 0.5739 -0.8744 -0.324
C -2.8211 -0.1934 -0.2665 -0.322
H -1.8419 0.6892 -1.9666 -0.031
H -1.2160 1.2649 -0.3646 -0.045
H -3.4669 -0.8168 -0.8829 -0.053
H -2.9194 -0.2902 0.8121 -0.059
C 1.3241 -0.3992 -0.8101 -0.074
C 1.8979 0.1549 0.2634 -0.359
N 1.4964 -0.1202 1.5527 0.014
H 0.6201 -1.2009 -0.6493 0.027
H 1.5284 -0.0466 -1.8054 0.027
H 2.7244 0.8558 0.1970 0.075
H 1.7829 0.4540 2.3110 0.048
H 0.7777 -0.8133 1.6629 0.075

21
Properties=species:S:1:pos:R:3:lowdin_charge:R:1 method="wB97M-V/def2-TZVPD" total_energy_ha=-705.7312 e_lumo_ha=0.0218 homo_lumo_gap_ev=2.9873 total_charge=-1 e_above_lowest_ev=8.3548
N -1.5333 -1.0381 -1.1510 -0.018
C -1.3164 -0.0043 0.2008 -0.331
C -3.0977 0.2298 0.8148 -0.656
S -4.5336 0.3924 -0.3219 0.234
C -0.4082 -0.4855 1.2185 0.013
N 3.2637 1.8151 -0.2483 -0.132
C 2.1155 1.0128 -0.5716 -0.505
C 2.3719 -0.5391 -0.6082 -0.128
H -0.8512 -1.6921 -0.5548 0.058
H -2.4886 -1.4574 -1.1149 -0.003
H -1.0884 1.0811 -0.2812 0.151
H -3.1454 -0.6349 1.5287 0.026
H -3.1895 1.1247 1.4596 0.003
H -0.3832 -1.5340 1.5037 0.064
H -0.2251 0.1443 2.0254 0.036
H 4.0383 1.4950 -0.8524 -0.055
H 1.5500 1.4261 -1.4829 0.099
H 1.3998 1.2627 0.2668 0.058
H 1.8876 -1.0864 0.1806 0.020
H 3.4127 -0.5805 -0.4222 0.025
H 2.2211 -0.9317 -1.5895 0.043

26
Properties=species:S:1:pos:R:3:lowdin_charge:R:1 method="wB97M-V/def2-TZVPD" total_energy_ha=-389.8384 e_lumo_ha="0.1241 / 0.1226" s_squared=0.75 homo_lumo_gap_ev="2.5878 / 10.3042" total_charge=-1 e_above_lowest_ev=0.0000 multiplicity=2
C 2.5384 1.2725 -0.5604 -0.143
C 1.1628 0.9100 -0.0332 -0.282
C 1.1745 -0.0974 1.1097 -0.413
C 1.9073 0.4846 2.3388 -0.099
C -0.2301 -0.5165 1.5529 -0.259
C -1.3165 -0.6386 0.4803 -0.174
H 3.0140 0.4608 -1.1106 0.059
H 2.4633 2.0844 -1.2711 0.056
H 3.2586 1.5651 0.2185 0.058
H 0.6630 0.3332 -0.8220 0.074
H 0.5208 1.7853 0.0882 0.112
H 1.7697 -0.9566 0.7949 0.123
H 2.9764 0.6018 2.1639 0.056
H 1.8532 -0.1799 3.2225 0.072
H 1.4111 1.4033 2.6544 0.076
H -0.1577 -1.3974 2.1899 0.098
H -0.5853 0.2200 2.2811 0.098
H -1.0180 -1.3314 -0.3137 0.021
H -2.2232 -0.9917 0.9680 0.060
H -1.4537 0.2953 -0.0502 0.048
H -1.1147 -1.6727 -3.7890 -0.067
H -1.4270 -2.1359 -2.3786 -0.067
O -1.8577 -1.7254 -3.1619 -0.363
H -4.6910 -0.6232 -2.4494 0.004
H -3.8610 0.5845 -2.0394 0.006
O -4.7772 0.2660 -2.0835 -0.152

63
Properties=species:S:1:pos:R:3:lowdin_charge:R:1 method="wB97M-V/def2-TZVPD" total_energy_ha=-86168.2700 e_lumo_ha=-0.0393 homo_lumo_gap_ev=8.5472
C 2.0226 -4.0688 3.8314 -0.126
C 3.1856 -3.5266 3.4898 -0.587
O 4.3191 -2.7368 3.0110 -0.429
S 3.6422 -1.3780 2.1898 1.071
O 2.8251 -0.6173 3.2106 -0.401
O 2.5871 -1.9661 0.9887 -0.314
F 1.6239 -1.0418 0.7199 -0.118
H 0.8837 -4.3570 3.8019 -0.072
C 5.0755 -7.3779 2.6379 -1.574
Br 4.5033 -9.0142 1.7618 0.552
Br 3.6706 -6.0353 2.6548 0.730
Br 5.7678 -7.7171 4.4191 0.565
H 5.8982 -6.9718 2.0482 -0.024
C -1.8962 -5.5496 2.1804 -1.560
Br -2.0612 -7.4525 2.5232 0.588
Br -2.9801 -4.4987 3.3994 0.590
Br -0.0404 -4.9734 2.1863 0.705
H -2.2826 -5.3719 1.1760 -0.033
C 5.1305 -2.2155 6.9361 -1.550
Br 6.0957 -0.6763 6.2517 0.572
Br 4.6983 -3.4804 5.5276 0.808
Br 6.0736 -3.0643 8.4056 0.565
H 4.1847 -1.8472 7.3346 -0.019
C 1.8320 2.6556 2.3166 -1.597
Br 0.6392 3.2945 3.7081 0.551
Br 1.2038 3.1446 0.5461 0.545
Br 3.6625 3.2270 2.6166 0.568
H 1.8261 1.5660 2.3674 -0.064
C -2.1909 5.5976 -0.5267 -1.583
Br -3.6018 6.7449 -1.2077 0.542
Br -0.7766 5.3377 -1.8318 0.529
Br -1.4978 6.2350 1.1706 0.518
H -2.6372 4.6200 -0.3420 -0.023
C -0.4708 -4.5948 -2.0145 -1.580
Br 0.2026 -3.0540 -1.0451 0.597
Br -1.8372 -4.0973 -3.3008 0.533
Br 0.9617 -5.6103 -2.8399 0.550
H -0.9450 -5.2497 -1.2827 -0.042
C -4.8132 -1.5456 -4.9909 -1.594
Br -3.9539 0.0356 -5.7183 0.560
Br -6.7434 -1.4767 -5.1891 0.564
Br -4.0699 -3.1771 -5.7349 0.534
H -4.6031 -1.5587 -3.9209 -0.025
C -8.9407 2.0575 -5.1456 -1.622
Br -10.1201 2.7048 -3.7465 0.557
Br -9.5781 2.5485 -6.9119 0.558
Br -7.1053 2.6188 -4.8592 0.533
H -8.9525 0.9683 -5.0939 -0.054
C -1.6931 10.1552 -3.0080 -1.607
Br -0.7383 11.6943 -3.7060 0.560
Br -2.1224 8.8773 -4.4044 0.547
Br -0.7410 9.3222 -1.5361 0.531
H -2.6394 10.5213 -2.6089 -0.024
C 0.6147 8.9769 3.6210 -1.606
Br 0.4557 7.0726 3.9615 0.510
Br -0.4830 10.0212 4.8343 0.561
Br 2.4657 9.5604 3.6379 0.564
H 0.2339 9.1536 2.6145 -0.035
C 2.8892 -4.4150 -6.3160 -1.603
Br 3.8109 -6.1226 -6.3643 0.557
Br 0.9802 -4.6166 -6.6040 0.540
Br 3.2738 -3.4340 -4.6859 0.536
H 3.2753 -3.8206 -7.1444 -0.027

97
Properties=species:S:1:pos:R:3:lowdin_charge:R:1 method="wB97M-V/def2-TZVPD" total_energy_ha=-3102.8722 e_lumo_ha=0.0776 homo_lumo_gap_ev=7.0444 total_charge=-1 e_above_lowest_ev=0.0000
Sr -0.4148 1.1785 -1.0428 1.213
C -1.2718 -1.3030 -5.2281 -0.092
C -0.3369 -0.7826 -6.1276 -0.077
C 0.7699 -0.1341 -5.6432 -0.029
C 0.9447 -0.0104 -4.2510 -0.383
N 0.0099 -0.4570 -3.3825 0.068
C -1.0575 -1.0900 -3.8852 -0.201
N 2.0162 0.6726 -3.7468 0.168
C 2.6313 0.2346 -2.6991 -0.320
N 3.3179 1.0320 -1.8381 0.151
C 3.6237 0.2991 -0.7515 -0.326
N 4.1509 0.8080 0.3258 0.135
C 3.8252 0.2764 1.5395 -0.375
C 4.7533 0.3257 2.6023 -0.029
C 4.3780 -0.1228 3.8461 -0.102
C 3.0837 -0.6070 4.0398 -0.097
C 2.2342 -0.6084 2.9483 -0.159
N 2.5733 -0.1857 1.7333 0.128
C 3.3123 -1.1554 -0.9993 -0.088
C 3.6558 -2.3229 -0.3434 -0.012
C 3.3827 -3.5311 -0.9791 -0.103
C 2.7922 -3.5629 -2.2397 -0.126
C 2.4446 -2.3842 -2.8915 -0.046
C 2.7089 -1.1914 -2.2443 -0.110
H -2.1613 -1.8202 -5.5626 0.097
H -0.4862 -0.8688 -7.1962 0.104
H 1.5045 0.3140 -6.2963 0.109
H -1.7782 -1.4340 -3.1480 0.079
H 5.7417 0.7185 2.4061 0.101
H 5.0817 -0.0942 4.6702 0.095
H 2.7403 -0.9521 5.0055 0.086
H 1.2093 -0.9571 3.0528 0.097
H 4.1322 -2.3020 0.6284 0.113
H 3.6453 -4.4643 -0.4948 0.102
H 2.6036 -4.5178 -2.7154 0.107
H 1.9872 -2.4014 -3.8732 0.122
N -2.6829 4.2618 6.9028 0.085
C -2.4421 3.7252 5.6369 -0.325
C -2.5337 4.5236 4.4984 -0.031
C -2.3314 3.9771 3.2420 -0.049
C -2.0382 2.6301 3.1165 -0.297
C -1.9428 1.8243 4.2410 -0.054
C -2.1478 2.3668 5.4930 -0.030
S -1.7543 1.9282 1.5308 0.492
O -1.7170 3.0111 0.5493 -0.398
O -2.7876 0.9417 1.2634 -0.365
N -0.3669 1.1658 1.5291 -0.221
C 0.7548 2.0003 1.5827 -0.528
N 1.4638 2.1045 0.4384 0.021
C 2.5229 2.9013 0.4471 -0.134
C 2.9022 3.5957 1.5858 -0.046
C 2.1332 3.3952 2.7116 -0.124
N 1.0617 2.6026 2.7304 0.148
H -2.5248 5.2537 6.9773 0.082
H -2.2596 3.7547 7.6631 0.082
H -2.7597 5.5789 4.5980 0.108
H -2.3847 4.5914 2.3533 0.114
H -1.6781 0.7800 4.1370 0.108
H -2.0658 1.7404 6.3737 0.108
H 3.0819 2.9395 -0.4804 0.099
H 3.7725 4.2348 1.5894 0.099
H 2.3826 3.8844 3.6484 0.103
N -0.5009 2.4127 -7.2741 0.077
C -0.2925 3.0402 -6.3198 -0.440
N -0.0611 3.8379 -5.2777 0.047
C -0.1254 3.2308 -4.1240 -0.412
N -0.1951 2.7323 -3.0730 0.011
C -3.4435 1.5630 -4.4340 -0.423
Te -3.5564 1.4035 -2.3131 1.180
C -4.5268 -0.4966 -2.2380 -0.447
H -4.3723 1.9609 -4.8311 -0.005
H -3.2222 0.5878 -4.8573 -0.015
H -2.6180 2.2353 -4.6572 -0.023
H -4.1170 -1.1330 -3.0200 -0.011
H -5.6001 -0.3893 -2.3655 -0.010
H -4.3048 -0.9352 -1.2673 -0.014
C 0.1505 -3.1960 -1.4013 -0.065
N -0.4449 -3.5235 -0.1233 -0.146
C 0.4096 -4.3752 0.6897 -0.051
C -1.2104 -2.5480 0.4694 -0.434
N -1.3433 -1.3755 -0.0405 0.140
N -1.7928 -2.9611 1.6844 -0.180
C -2.6294 -4.1488 1.6223 -0.075
C -2.3606 -1.9201 2.5175 -0.080
H 0.4779 -4.1166 -1.8851 0.090
H 1.0143 -2.5383 -1.2780 0.063
H -0.5709 -2.6924 -2.0322 0.058
H 0.4211 -5.3894 0.2827 0.088
H 0.0597 -4.4049 1.7166 0.080
H 1.4372 -3.9924 0.6824 0.073
H -2.0219 -0.8389 0.4945 -0.010
H -2.1900 -4.8923 0.9628 0.076
H -3.6375 -3.9138 1.2515 0.090
H -2.7265 -4.5814 2.6201 0.083
H -1.6465 -1.1056 2.6275 0.063
H -2.5742 -2.3474 3.4986 0.088
H -3.2918 -1.5005 2.1152 0.088